The ion C2H9N6 with charge +1, computed with ωB97M-V with the def2-TZVPD basis set.

The geometry in ORCA input format:
```
! wB97M-V def2-TZVPD RIJCOSX def2/J DEFGRID3
* xyz 1 1
N 2.663 -0.705 -0.159
C 1.346 -0.548 -0.060
N 0.501 -1.335 -0.582
N -0.754 -1.065 -0.379
N -1.519 -2.021 0.285
N -0.871 0.368 0.403
N -1.434 1.133 -0.720
C 0.591 0.580 0.696
H 3.215 -0.005 0.362
H 3.160 -1.316 -0.821
H -2.538 -1.806 0.492
H -1.042 -2.388 1.117
H -1.788 2.005 -0.468
H -2.229 0.387 -0.780
H -0.820 0.937 -1.486
H 0.788 0.463 1.687
H 1.162 1.453 0.230
*
```

LUMO energy, eV: -3.32
SMILES string: NC1=NN(N)N([NH3+])C1

=====

The ion C2H9N6 with charge +1, computed with ωB97M-V with the def2-TZVPD basis set.

The geometry in ORCA input format:
```
! wB97M-V def2-TZVPD RIJCOSX def2/J DEFGRID3
* xyz 1 1
H -0.087 -2.431 1.143
N 0.479 -1.811 0.567
C -0.071 -1.061 -0.283
C 0.912 -0.222 -0.993
N 1.443 0.685 -0.028
N 0.796 1.758 -0.010
N 1.002 2.606 0.869
N -1.362 -0.670 -0.430
N -2.458 -1.247 0.118
H 1.550 -0.881 -1.518
H 0.505 0.389 -1.873
H 2.251 0.645 0.684
H 0.166 3.310 1.050
H 1.789 2.569 1.530
H -1.584 -0.051 -1.341
H -2.359 -1.752 0.991
H -2.971 -1.836 -0.476
*
```

LUMO energy, eV: -4.55
SMILES string: [H]/N=C(/CNN=[NH2+])NN

=====

A cluster of 4 separate species, C2H9NO in total, computed with ωB97M-V with the def2-TZVPD basis set.

The geometry in ORCA input format:
```
! wB97M-V def2-TZVPD RIJCOSX def2/J DEFGRID3
* xyz -1 2
O 2.744 2.387 0.540
H 2.904 2.523 -0.393
C -1.297 -0.906 -1.605
N -1.795 -0.421 -0.320
C -3.103 -1.007 0.382
H 3.551 2.000 0.896
H 5.606 -0.933 0.587
H 4.407 -0.050 -1.636
H -1.758 0.602 -0.298
H -1.039 -0.665 0.344
H -3.379 -0.309 1.172
H -2.918 -2.044 0.654
H -3.922 -1.176 -0.325
*
```

⟨S²⟩: 1.745
LUMO energy (spin up / spin down), eV: 2.53 / 2.34

=====

A structure of composition C2H9NO, computed with ωB97M-V with the def2-TZVPD basis set.

The geometry in ORCA input format:
```
! wB97M-V def2-TZVPD RIJCOSX def2/J DEFGRID3
* xyz 0 1
C 0.400 -0.203 -1.640
C -0.175 -0.079 1.882
H 2.222 0.810 -2.554
H 0.087 -0.059 -0.521
H -0.533 -0.464 -2.259
H 1.106 -1.123 -1.495
H -2.098 -0.181 1.179
H -1.129 0.673 0.196
H 0.838 -0.157 1.471
H -0.229 0.842 2.501
H -0.341 -0.916 2.556
N -1.153 -0.158 0.812
O 1.004 1.015 -2.127
*
```

LUMO energy, eV: 0.50